131
Properties=species:S:1:pos:R:3 method="wB97M-V/def2-TZVPD" total_charge=+3 e_above_lowest_kj_mol=0.00 fmax_ev_per_a=1.007 e_homo_ev=-14.021
Ta 0.2358 -0.1207 -0.2779
N -0.5545 1.0725 1.1084
S -1.2176 2.1446 1.8774
N -2.0615 3.2710 1.0666
S -1.4855 4.1424 -0.0861
N -0.8614 3.4224 -1.3163
S -1.4789 2.1119 -2.0261
N -1.0274 0.7944 -1.5005
C -0.9365 2.3524 -3.6872
C -1.5243 1.5525 -4.6614
C -1.0466 1.6279 -5.9589
C 0.0131 2.4752 -6.2617
C 0.5988 3.2533 -5.2724
C 0.1256 3.2002 -3.9693
C -3.2367 2.2247 -2.0308
C -3.8772 3.1063 -2.8959
C -5.2550 3.2169 -2.8217
C -5.9652 2.4655 -1.8913
C -5.3069 1.5980 -1.0290
C -3.9284 1.4677 -1.0953
C -2.8585 5.1438 -0.5426
C -2.6357 6.0397 -1.5852
C -3.6781 6.8556 -1.9841
C -4.9122 6.7671 -1.3455
C -5.1128 5.8647 -0.3109
C -4.0786 5.0381 0.1062
C -0.2078 5.2542 0.3979
C -0.5573 6.2711 1.2800
C 0.4295 7.1442 1.7028
C 1.7323 6.9960 1.2396
C 2.0602 5.9703 0.3634
C 1.0890 5.0786 -0.0636
C -0.0614 3.0010 2.9174
C -0.4859 3.7098 4.0363
C 0.4619 4.3479 4.8178
C 1.8094 4.2769 4.4823
C 2.2147 3.5694 3.3600
C 1.2783 2.9219 2.5679
C -2.5185 1.5692 2.9248
C -3.5373 2.4204 3.3500
C -4.5033 1.9187 4.2029
C -4.4559 0.5884 4.6117
C -3.4438 -0.2471 4.1671
C -2.4595 0.2425 3.3185
H -2.3415 0.8854 -4.4155
H -1.5025 1.0272 -6.7338
H 0.3809 2.5337 -7.2773
H 1.4187 3.9147 -5.5182
H 0.5598 3.8226 -3.1992
H -3.3168 3.6861 -3.6182
H -5.7772 3.8822 -3.4959
H -7.0428 2.5527 -1.8453
H -5.8697 1.0148 -0.3125
H -3.3976 0.7914 -0.4372
H -1.6683 6.1031 -2.0697
H -3.5301 7.5665 -2.7854
H -5.7217 7.4140 -1.6567
H -6.0750 5.8051 0.1793
H -4.2199 4.3221 0.9032
H -1.5793 6.3929 1.6188
H 0.1805 7.9496 2.3798
H 2.4957 7.6921 1.5611
H 3.0767 5.8658 0.0084
H 1.3292 4.2631 -0.7315
H -1.5270 3.7496 4.3225
H 0.1498 4.8896 5.7003
H 2.5438 4.7689 5.1061
H 3.2642 3.5141 3.1005
H 1.5827 2.3734 1.6879
H -3.5915 3.4449 3.0087
H -5.2990 2.5636 4.5503
H -5.2152 0.2068 5.2810
H -3.4096 -1.2809 4.4833
H -1.6564 -0.3956 2.9773
F 1.7054 -3.7609 4.4270
C 1.0647 -2.5910 4.3879
F -0.2190 -2.8293 4.0889
F 1.1026 -2.0610 5.6164
C 1.7186 -1.6522 3.4010
C 2.9768 -1.1494 3.7128
C 3.6280 -0.2943 2.8386
C 2.9805 0.0787 1.6778
N 1.7653 -0.3948 1.3857
C 1.1552 -1.2817 2.1896
S -0.2770 -1.9130 1.3837
H 3.4456 -1.4438 4.6441
H 4.6173 0.0831 3.0514
H 3.4296 0.7597 0.9670
Cl 6.6485 -2.1402 -3.6539
C 5.4928 -3.1235 -2.8380
C 5.6344 -4.5032 -2.8489
C 4.6905 -5.2998 -2.2234
C 3.6148 -4.7294 -1.5571
C 3.5178 -3.3520 -1.5390
Cl 2.2338 -2.6599 -0.5361
C 4.4228 -2.5112 -2.1818
N 4.2293 -1.1170 -2.2193
C 4.8904 -0.2274 -1.3777
C 5.9298 -0.6480 -0.5462
C 6.5879 0.2580 0.2675
C 6.2288 1.5998 0.2781
C 5.1940 2.0209 -0.5408
C 4.5184 1.1290 -1.3657
C 3.3546 1.6187 -2.2118
C 2.1222 1.0667 -1.5828
O 1.6503 1.5180 -0.4896
O 1.5274 0.0268 -2.0150
H 6.4779 -4.9417 -3.3633
H 4.7982 -6.3755 -2.2436
H 2.8864 -5.3390 -1.0418
H 3.3053 -0.8546 -2.5130
H 6.2279 -1.6880 -0.5445
H 7.4017 -0.0895 0.8906
H 6.7649 2.3085 0.8939
H 4.9087 3.0672 -0.5554
H 3.4272 1.2997 -3.2526
H 3.3077 2.7068 -2.1685
C -2.9343 -4.5615 -3.8854
C -2.1830 -3.5629 -3.0662
C -2.7221 -3.0043 -1.9076
C -1.9798 -2.1162 -1.1654
N -0.7300 -1.7458 -1.4981
C -0.2129 -2.2584 -2.6266
C -0.8979 -3.1557 -3.4155
H -3.9885 -4.5893 -3.6194
H -2.5182 -5.5579 -3.7225
H -2.8417 -4.3431 -4.9489
H -3.7170 -3.2688 -1.5761
H -2.3947 -1.6843 -0.2622
H 0.7792 -1.9331 -2.8975
H -0.4186 -3.5412 -4.3056